No. 1
The following is a DFT calculation (ωB97M-V/def2-TZVPD) of one molecule with the formula C2H2N4O2 in a non-equilibrium geometry.

CARTESIAN COORDINATES (ANGSTROEM)
1 H -1.27374 2.35403 0.11735
2 N -1.15577 1.52261 -0.58861
3 C -0.45153 0.91383 0.39618
4 N 0.16356 -0.26419 0.23990
5 N 0.47075 -0.98555 1.18148
6 N 1.01118 -2.09007 0.86469
7 O 1.10173 -1.83916 -0.68303
8 C 0.39680 -0.73868 -0.99341
9 O 0.26834 -0.27198 -2.03626
10 H -0.53132 1.39915 1.50171

Summary:
Spin multiplicity: 1
Kohn-Sham gap in Ha: 0.3817
Structure (SMILES): [H]/N=C/n1nnoc1=O
Charge: 0
Molecular weight in g mol⁻¹: 114.06
Total energy in eV: -12157.0292
Max |F| in eV Å⁻¹: 8.19
Energy relative to the best compared isomer or geometry (same formula, charge and spin) in kJ/mol: 551.7

Results of the natural (NBO) charge analysis, in e, for atoms 1 through 6: 0.341 -0.529 0.204 -0.309 0.026 0.138

No. 2
The following is a DFT calculation (ωB97M-V/def2-TZVPD) of C20H21BiClN2O2P as an isolated structure in a non-equilibrium geometry.

CARTESIAN COORDINATES (ANGSTROEM)
1 Bi -0.87910 -0.52955 2.06366
2 Cl 0.34149 -2.65700 2.07404
3 C 0.04171 1.92742 2.16871
4 O 0.26684 3.04028 2.29717
5 P 0.05135 0.12235 -0.45095
6 C -1.49780 -0.25850 -1.37342
7 C 0.55413 1.76367 -1.11685
8 C 1.31126 -1.05705 -1.12088
9 C 1.75350 1.98460 -1.81451
10 C 2.07725 3.25945 -2.29362
11 C 1.19788 4.33006 -2.08745
12 C 0.00563 4.12229 -1.38726
13 C -0.30161 2.85502 -0.89135
14 H 2.43437 1.15312 -1.99804
15 H 3.00915 3.41505 -2.84579
16 H 1.43818 5.31704 -2.48696
17 H -0.68852 4.95361 -1.23410
18 H -1.23781 2.70041 -0.35692
19 C -2.44715 -1.07430 -0.74207
20 C -3.65514 -1.38428 -1.35856
21 C -3.93804 -0.88246 -2.62911
22 C -3.01118 -0.04744 -3.26909
23 C -1.79884 0.26915 -2.64219
24 H -2.27083 -1.51135 0.25581
25 H -4.37012 -2.02205 -0.83462
26 H -4.87774 -1.13295 -3.11942
27 H -3.22956 0.35838 -4.25941
28 H -1.08653 0.93295 -3.13842
29 C 1.14444 -1.79086 -2.30619
30 C 2.14940 -2.65992 -2.74928
31 C 3.32449 -2.80682 -2.00239
32 C 3.48456 -2.10904 -0.80223
33 C 2.47891 -1.25454 -0.35846
34 H 0.22672 -1.68025 -2.88741
35 H 2.01510 -3.21068 -3.68458
36 H 4.11003 -3.46851 -2.36023
37 H 4.39048 -2.23521 -0.20734
38 H 2.58805 -0.73257 0.59207
39 H -3.08769 -3.87289 1.66015
40 H -2.43885 -4.24452 1.57654
41 N 1.17400 0.08973 6.27054
42 C 0.07292 0.02298 5.49936
43 N -1.09529 -0.11734 6.17076
44 O 0.17437 0.09610 4.23992
45 H 1.06727 0.09919 7.27734
46 H 2.06574 0.16090 5.81933
47 H -1.97270 -0.16719 5.67089
48 H -1.06473 -0.06652 7.17286

Summary:
Spin multiplicity: 1
Kohn-Sham gap in Ha: 0.2448
Charge: +2
Molecular weight in g mol⁻¹: 596.81
Total energy in eV: -55792.2799
Max |F| in eV Å⁻¹: 3.94

Results of the natural (NBO) charge analysis, in e, for atoms 1 through 6: 1.493 -0.397 0.519 -0.365 0.929 -0.290

No. 3
The following is a DFT calculation (ωB97M-V/def2-TZVPD) of C16H47NO8 as an isolated structure in a non-equilibrium geometry.

CARTESIAN COORDINATES (ANGSTROEM)
1 C -8.11388 -8.84687 -16.44094
2 O -7.67253 -7.94167 -17.46085
3 H -9.04115 -8.58644 -15.93061
4 H -8.30883 -9.89479 -16.66887
5 H -7.38435 -8.90019 -15.63284
6 H -6.75143 -8.16106 -17.61914
7 C -3.78999 -7.69836 -15.89693
8 O -4.24603 -8.99751 -15.66058
9 H -4.10328 -7.17431 -14.99397
10 H -2.70874 -7.77376 -16.01234
11 H -4.12657 -7.12943 -16.76362
12 H -3.79406 -9.40225 -14.91659
13 C -5.19570 -9.27895 -18.25982
14 O -5.77098 -8.93761 -17.09168
15 H -6.08035 -9.43515 -18.87715
16 H -4.55569 -8.50305 -18.67989
17 H -4.62558 -10.20013 -18.13945
18 H -5.11469 -8.90597 -16.39177
19 C -7.30957 -9.87432 -20.17780
20 O -8.48885 -9.39893 -20.81751
21 H -6.49430 -9.24079 -20.52718
22 H -7.31323 -9.92367 -19.08892
23 H -7.04535 -10.88039 -20.50357
24 H -9.21369 -9.85262 -20.38119
25 C -5.49179 -12.20541 -19.85711
26 O -4.85857 -11.71630 -18.75212
27 H -6.55736 -11.99831 -19.95592
28 H -4.96686 -11.97404 -20.78393
29 H -5.44349 -13.28997 -19.75957
30 H -5.28287 -12.02331 -17.94757
31 C -6.99621 -11.42815 -17.63896
32 O -6.45404 -12.71119 -17.66723
33 H -7.99069 -11.41266 -18.08491
34 H -7.15447 -11.14978 -16.59705
35 H -6.35162 -10.62085 -17.98661
36 H -7.00808 -13.27067 -17.11802
37 C -6.11651 -6.61600 -15.84015
38 O -7.27672 -6.10130 -16.40701
39 H -5.54737 -7.33314 -16.43166
40 H -5.55973 -5.70472 -15.62182
41 H -6.32203 -7.10778 -14.88935
42 H -7.79089 -6.83465 -16.75260
43 C -7.75349 -8.55179 -12.96051
44 C -6.31412 -9.15256 -12.99212
45 C -6.02259 -9.77574 -11.59281
46 C -6.58066 -11.16399 -11.53349
47 C -6.14230 -12.14042 -12.64031
48 C -6.46776 -11.56897 -14.04753
49 N -6.00909 -10.14088 -14.07563
50 O -6.05376 -9.68505 -15.31755
51 C -5.66455 -12.45197 -15.01123
52 C -8.03120 -11.69260 -14.34262
53 C -5.43200 -7.89878 -13.22052
54 H -7.87215 -7.87355 -12.11551
55 H -7.86163 -7.93276 -13.85113
56 H -8.53532 -9.30501 -12.86302
57 H -4.94562 -9.71031 -11.43803
58 H -6.48746 -9.14315 -10.83662
59 H -6.27144 -11.57063 -10.57061
60 H -7.66185 -11.28488 -11.46628
61 H -6.66980 -13.09261 -12.58387
62 H -5.08150 -12.38529 -12.69351
63 H -5.96062 -12.26064 -16.04265
64 H -5.76326 -13.52792 -14.86732
65 H -4.58848 -12.31735 -14.90151
66 H -8.19083 -12.76854 -14.41315
67 H -8.28827 -11.36507 -15.34996
68 H -8.72920 -11.34554 -13.58074
69 H -4.55163 -7.96697 -12.58147
70 H -5.16358 -7.73792 -14.26463
71 H -5.82152 -6.97330 -12.79640
72 H -5.16038 -9.69494 -15.66880

Summary:
Spin multiplicity: 1
Kohn-Sham gap in Ha: 0.2960
Charge: 0
Molecular weight in g mol⁻¹: 381.55
Total energy in eV: -35202.8410
Max |F| in eV Å⁻¹: 12.09
Energy relative to the best compared isomer or geometry (same formula, charge and spin) in kJ/mol: 1537.7

Results of the Mulliken charge analysis, in e, for atoms 1 through 6: -0.170 -0.841 0.248 0.444 -0.271 0.638

No. 4
The following is a DFT calculation (ωB97M-V/def2-TZVPD) of a 2-piece molecular cluster, C5H6N overall in a non-equilibrium geometry.

CARTESIAN COORDINATES (ANGSTROEM)
1 C -0.66689 1.34063 0.06734
2 C -1.99997 -0.60849 0.43984
3 C -2.05917 0.81040 -0.20233
4 C -1.13335 -0.21731 -0.73072
5 C 2.43299 0.31830 -0.03046
6 N 0.07770 0.50306 -0.51717
7 H -1.56749 -0.81555 1.35489
8 H -2.84764 -1.13056 0.32367
9 H -2.99804 1.46395 -0.47258
10 H 2.79691 1.26253 0.01932
11 H 2.40839 -0.11993 -0.97921
12 H 2.33731 -0.18635 0.88095

Summary:
Spin multiplicity: 1
Kohn-Sham gap (alpha / beta) in Ha: 0.2496 / 0.2496
Charge: +1
Molecular weight in g mol⁻¹: 80.11
Total energy in eV: -6755.3249
Max |F| in eV Å⁻¹: 4.48
Energy relative to the best compared isomer or geometry (same formula, charge and spin) in kJ/mol: 950.6

Results of the natural (NBO) charge analysis, in e, for atoms 1 through 6: 0.374 -0.377 -0.282 0.245 0.096 -0.473

No. 5
The following is a DFT calculation (ωB97M-V/def2-TZVPD) of a 2-piece molecular cluster, C4H14N2OS overall in a non-equilibrium geometry.

CARTESIAN COORDINATES (ANGSTROEM)
1 C 1.92813 0.40280 -2.21986
2 N 1.71623 -0.83213 -1.34414
3 C 0.38978 -1.26092 -1.11484
4 C -0.25261 -0.48323 0.05902
5 N -0.57707 1.01577 -0.35327
6 C -1.47550 -1.20471 0.59377
7 S -2.22286 0.05260 1.72521
8 H 1.66435 0.08174 -3.25477
9 H 3.08843 0.61415 -2.22581
10 H 1.08325 1.18196 -2.03249
11 H 2.25845 -0.66222 -0.42806
12 H -0.26074 -1.17625 -2.04262
13 H 0.39524 -2.29578 -0.77997
14 H 0.45472 -0.26115 0.88430
15 H -1.54635 1.26868 -0.50700
16 H 0.00893 1.14535 -1.15621
17 H -2.28150 -1.27396 -0.19681
18 H -1.29581 -2.17596 0.94590
19 H -1.13667 0.66177 2.40713
20 O 2.22149 1.59900 0.97631
21 H 1.28799 1.85072 0.82430
22 H 2.56050 1.39823 0.12163

Summary:
Spin multiplicity: 1
Kohn-Sham gap in Ha: 0.3533
Structure (SMILES): CNC[C@@H](N)CS.O
Charge: 0
Molecular weight in g mol⁻¹: 138.24
Total energy in eV: -20235.9225
Max |F| in eV Å⁻¹: 3.90
Energy relative to the best compared isomer or geometry (same formula, charge and spin) in kJ/mol: 203.2

Results of the natural (NBO) charge analysis, in e, for atoms 1 through 6: -0.440 -0.645 -0.239 -0.070 -0.896 -0.505

No. 6
The following is a DFT calculation (ωB97M-V/def2-TZVPD) of a 2-piece molecular cluster, C5H11N3OP overall in a non-equilibrium geometry.

CARTESIAN COORDINATES (ANGSTROEM)
1 C -0.61884 -2.00529 0.07522
2 C -1.11442 -0.76509 -0.15966
3 C 1.14491 -0.62090 -0.03668
4 C -2.39106 -0.16330 -0.49755
5 C -2.48938 1.16828 0.37977
6 N 0.01034 0.10250 -0.19943
7 N 0.76947 -1.90909 0.09384
8 N 3.52113 -0.51709 -0.17866
9 O -1.84885 2.24741 -0.29600
10 P 4.35663 0.77329 0.07457
11 H -0.97731 -3.00087 0.13047
12 H -2.55743 0.25931 -1.56005
13 H -3.26604 -0.82283 -0.18420
14 H -3.56086 1.39405 0.57117
15 H -2.09015 1.12168 1.35156
16 H -0.12822 1.17280 -0.24186
17 H 1.40545 -2.68407 0.41077
18 H 3.59199 -1.22547 0.53109
19 H -2.32566 2.24678 -1.14687
20 H 4.49230 1.16851 1.29355
21 H 4.07600 2.05940 -0.41104

Summary:
Spin multiplicity: 1
Kohn-Sham gap (alpha / beta) in Ha: 0.2874 / 0.2605
Charge: +1
Molecular weight in g mol⁻¹: 160.14
Total energy in eV: -21158.6962
Max |F| in eV Å⁻¹: 3.56
Energy relative to the best compared isomer or geometry (same formula, charge and spin) in kJ/mol: 456.8

Results of the natural (NBO) charge analysis, in e, for atoms 1 through 6: -0.062 0.118 0.434 -0.471 -0.076 -0.582

No. 7
The following is a DFT calculation (ωB97M-V/def2-TZVPD) of one molecule with the formula H4N4O in a non-equilibrium geometry.

CARTESIAN COORDINATES (ANGSTROEM)
1 N -1.81570 0.20145 -0.25786
2 N -0.51226 0.06262 0.02820
3 N 0.18462 1.10797 -0.00195
4 O 1.48850 0.87957 0.00442
5 N 1.88701 -0.59447 -0.01625
6 H -2.27204 1.01171 0.15270
7 H -2.32298 -0.66239 -0.14341
8 H 1.42179 -1.14891 -0.73474
9 H 1.94106 -0.85754 0.96890

Summary:
Spin multiplicity: 1
Kohn-Sham gap in Ha: 0.3765
Structure (SMILES): N/N=N/ON
Charge: 0
Molecular weight in g mol⁻¹: 76.06
Total energy in eV: -8067.8513
Max |F| in eV Å⁻¹: 3.45
Energy relative to the best compared isomer or geometry (same formula, charge and spin) in kJ/mol: 99.3

Results of the natural (NBO) charge analysis, in e, for atoms 1 through 6: -0.628 -0.107 0.058 -0.221 -0.586 0.361

No. 8
The following is a DFT calculation (ωB97M-V/def2-TZVPD) of a 2-piece molecular cluster, C4H6NO2 overall in a non-equilibrium geometry.

CARTESIAN COORDINATES (ANGSTROEM)
1 C -1.01274 -0.45951 0.06092
2 C 1.08832 -0.43662 -0.12460
3 C -0.52665 -1.85434 0.10959
4 C 0.01437 1.84335 -0.09440
5 N 0.01400 0.38285 -0.09946
6 O 2.84734 0.55552 -0.13477
7 O 0.91696 -1.66914 0.11171
8 H -1.97728 -0.08172 0.10834
9 H -0.77079 -2.44594 0.91449
10 H -0.91490 -2.33708 -0.75165
11 H 0.32145 2.11295 -1.14974
12 H 0.85495 2.28522 0.65635
13 H -0.85504 2.10445 0.39323

Summary:
Spin multiplicity: 1
Kohn-Sham gap (alpha / beta) in Ha: 0.2543 / 0.2282
Charge: +1
Molecular weight in g mol⁻¹: 100.10
Total energy in eV: -9814.6796
Max |F| in eV Å⁻¹: 9.60
Energy relative to the best compared isomer or geometry (same formula, charge and spin) in kJ/mol: 764.3

Results of the natural (NBO) charge analysis, in e, for atoms 1 through 6: 0.310 0.747 -0.183 -0.435 -0.326 -0.439